14
Properties=species:S:1:pos:R:3 method="wB97M-V/def2-TZVPD" orbital_gap_ev=11.40 lumo_energy_ha=0.0348 smiles="CCC(=O)OC" charge=0
C 0.310 -2.107 -0.834
C -0.608 -1.011 -0.312
C 0.143 0.269 -0.020
O 1.251 0.545 -0.418
O -0.599 1.099 0.734
C -0.005 2.370 0.995
H -0.266 -2.991 -1.124
H 0.877 -1.755 -1.700
H 1.031 -2.405 -0.067
H -1.390 -0.765 -1.042
H -1.141 -1.318 0.594
H -0.743 2.928 1.574
H 0.921 2.253 1.564
H 0.218 2.886 0.058



14
Properties=species:S:1:pos:R:3 method="wB97M-V/def2-TZVPD" orbital_gap_ev=9.11 lumo_energy_ha=0.0018 smiles="C=CC(=C)O.O" charge=0
C 1.230 -1.378 -0.933
C 0.056 -0.798 -0.669
C -0.558 -0.601 0.643
C -1.588 0.210 0.929
O 0.382 -0.870 1.696
H 2.135 -1.238 -0.358
H 1.370 -1.905 -1.869
H -0.623 -0.636 -1.501
H -1.966 0.127 1.939
H -1.985 0.888 0.189
H 0.489 0.038 2.004
O 0.600 2.328 -0.582
H 0.506 1.448 -0.200
H -0.048 2.386 -1.289



14
Properties=species:S:1:pos:R:3 method="wB97M-V/def2-TZVPD" orbital_gap_ev=10.72 lumo_energy_ha=0.0333 smiles=C[C@H]1OC[C@H]1O charge=0
C -1.042 -0.776 0.898
C -0.765 0.044 -0.353
O -0.618 1.437 -0.025
C 0.813 1.345 -0.125
C 0.687 0.008 -0.875
O 1.505 -1.075 -0.544
H -0.249 -0.659 1.648
H -1.968 -0.415 1.355
H -1.171 -1.842 0.673
H -1.553 -0.122 -1.097
H 1.288 1.238 0.861
H 1.245 2.203 -0.651
H 0.747 0.145 -1.958
H 1.082 -1.531 0.193



14
Properties=species:S:1:pos:R:3 method="wB97M-V/def2-TZVPD" orbital_gap_ev=10.79 lumo_energy_ha=0.0375 smiles=C[C@H]1COCO1 charge=0
C 1.142 1.024 0.544
C -0.087 0.741 -0.296
C 0.165 -0.441 -1.203
O -0.154 -1.558 -0.371
C -1.156 -1.154 0.591
O -1.210 0.235 0.529
H 1.239 2.077 0.822
H 0.861 0.322 1.345
H 2.141 0.619 0.349
H -0.600 1.625 -0.676
H -0.485 -0.371 -2.073
H 1.207 -0.558 -1.540
H -2.185 -1.546 0.433
H -0.849 -1.504 1.592



14
Properties=species:S:1:pos:R:3 method="wB97M-V/def2-TZVPD" orbital_gap_ev=10.27 lumo_energy_ha=0.0205 smiles="C[C@@H](O)CC=O" charge=0
C 1.838 -0.034 -0.248
C 0.455 0.268 0.200
O 0.029 1.556 -0.117
C -0.682 -0.761 -0.323
C -2.042 -0.238 0.258
O -2.445 0.591 -0.491
H 1.863 0.141 -1.326
H 2.199 -1.016 -0.034
H 2.444 0.614 0.355
H 0.308 0.212 1.293
H -0.783 1.503 0.309
H -0.491 -1.775 0.185
H -0.596 -0.772 -1.426
H -2.097 -0.290 1.366



14
Properties=species:S:1:pos:R:3 method="wB97M-V/def2-TZVPD" orbital_gap_ev=11.04 lumo_energy_ha=0.0313 smiles="CC(=O)[C@H](C)O" charge=0
C 1.821 0.026 0.051
C 0.531 0.812 0.095
O 0.523 1.999 -0.172
C -0.813 0.148 0.437
C -1.068 -1.104 -0.396
O -1.840 1.076 0.229
H 1.922 -0.693 0.870
H 1.879 -0.534 -0.890
H 2.654 0.733 0.072
H -0.786 -0.139 1.504
H -1.036 -0.859 -1.463
H -0.335 -1.888 -0.179
H -2.066 -1.488 -0.168
H -1.387 1.910 0.009



14
Properties=species:S:1:pos:R:3 method="wB97M-V/def2-TZVPD" orbital_gap_ev=8.58 lumo_energy_ha=-0.0196 charge=0
O 1.316 0.099 1.407
C 0.690 0.520 0.235
C 0.848 -0.479 -0.978
C -0.522 -1.044 -1.097
C -0.830 0.707 0.472
O -1.317 -0.236 1.396
H 0.625 -0.351 1.925
H 1.145 1.472 -0.059
H 1.278 0.043 -1.845
H 1.538 -1.263 -0.653
H -1.340 0.624 -0.514
H -1.017 -0.711 -2.031
H -1.085 1.698 0.845
H -1.330 -1.080 0.898



14
Properties=species:S:1:pos:R:3 method="wB97M-V/def2-TZVPD" orbital_gap_ev=9.25 lumo_energy_ha=0.0272 charge=0
C -2.052 -0.407 -0.454
C -0.562 -0.221 -0.668
O -0.114 0.845 0.190
C 1.225 1.123 0.218
C 1.848 -0.939 1.032
O 1.961 0.341 1.226
H -2.625 0.475 -0.756
H -2.265 -0.614 0.599
H -2.402 -1.263 -1.043
H -0.009 -1.128 -0.416
H -0.346 0.041 -1.715
H 1.343 2.144 0.581
H 1.733 0.944 -0.737
H 2.278 -1.390 1.955